(1)
This record from the Open Molecules 2025 dataset describes the molecule C29H44O6. The level of theory is the ωB97M-V functional and the def2-TZVPD basis.

Cartesian coordinates (Å):
C (-8.13, -2.07, -0.62)
C (-7.26, -0.99, -1.25)
C (-5.77, -1.27, -1.06)
C (-4.90, -0.19, -1.69)
C (-3.41, -0.47, -1.48)
C (-2.50, 0.52, -2.22)
C (-2.60, 1.94, -1.65)
C (-1.60, 2.83, -2.34)
O (-1.48, 2.97, -3.53)
O (-0.84, 3.48, -1.44)
C (0.17, 4.34, -1.95)
C (1.60, 3.84, -1.83)
O (2.49, 4.65, -1.78)
C (1.88, 2.34, -1.83)
O (0.86, 1.61, -2.47)
C (3.27, 2.04, -2.46)
C (3.93, 0.96, -1.58)
C (2.79, 0.48, -0.69)
C (3.11, -0.36, 0.55)
C (3.83, -1.64, 0.12)
C (4.07, -2.56, 1.32)
C (2.80, -2.85, 2.05)
C (2.46, -4.11, 2.34)
C (1.32, -4.49, 3.18)
O (0.98, -5.65, 3.34)
C (0.65, -3.33, 3.87)
C (0.60, -2.11, 2.96)
C (1.98, -1.66, 2.47)
C (2.74, -0.99, 3.64)
C (1.79, -0.73, 1.24)
C (0.87, 0.50, 1.52)
O (1.22, 1.25, 2.66)
C (0.70, 1.39, 0.28)
C (2.03, 1.77, -0.37)
C (2.84, 2.76, 0.48)
H (-9.18, -1.85, -0.76)
H (-7.91, -3.04, -1.06)
H (-7.93, -2.14, 0.45)
H (-7.50, -0.02, -0.80)
H (-7.48, -0.93, -2.32)
H (-5.55, -1.34, 0.01)
H (-5.53, -2.24, -1.50)
H (-5.16, 0.77, -1.25)
H (-5.11, -0.14, -2.76)
H (-3.18, -0.45, -0.42)
H (-3.19, -1.48, -1.85)
H (-2.75, 0.54, -3.28)
H (-1.46, 0.18, -2.13)
H (-3.59, 2.34, -1.85)
H (-2.41, 1.95, -0.58)
H (0.09, 5.29, -1.41)
H (-0.03, 4.52, -3.02)
H (0.76, 1.92, -3.38)
H (3.86, 2.94, -2.50)
H (3.12, 1.68, -3.47)
H (4.34, 0.15, -2.19)
H (4.74, 1.38, -0.98)
H (2.11, -0.12, -1.32)
H (3.76, 0.20, 1.22)
H (4.79, -1.39, -0.34)
H (3.23, -2.16, -0.62)
H (4.54, -3.49, 0.99)
H (4.77, -2.07, 2.01)
H (3.07, -4.94, 1.99)
H (-0.35, -3.63, 4.19)
H (1.23, -3.11, 4.78)
H (0.11, -1.29, 3.49)
H (-0.02, -2.37, 2.09)
H (3.02, -1.74, 4.37)
H (2.11, -0.24, 4.12)
H (3.65, -0.50, 3.29)
H (1.23, -1.33, 0.51)
H (-0.12, 0.11, 1.77)
H (2.06, 1.68, 2.50)
H (0.10, 0.86, -0.45)
H (0.15, 2.29, 0.59)
H (2.17, 3.47, 0.96)
H (3.42, 2.25, 1.24)
H (3.53, 3.33, -0.13)

Computed properties:
HOMO level   -9.3 eV
SMILES   CCCCCCCC(=O)OCC(=O)[C@@]1(O)CC[C@H]2[C@@H]3CCC4=CC(=O)CC[C@]4(C)[C@H]3[C@@H](O)C[C@@]21C
Max |F|   0.87 eV/A

(2)
This record from the Open Molecules 2025 dataset describes a structure of composition C29H45As2CaN9O2. The level of theory is the ωB97M-V functional and the def2-TZVPD basis.

Cartesian coordinates (Å):
Ca (1.17, -0.47, -0.91)
C (-2.93, 2.36, 2.02)
As (-1.67, 2.18, 0.54)
C (-2.74, 3.06, -0.84)
C (-0.43, 3.63, 0.96)
C (-0.83, 4.96, 0.83)
C (0.04, 6.00, 1.12)
C (1.33, 5.72, 1.56)
C (1.73, 4.40, 1.71)
C (0.87, 3.35, 1.42)
As (1.46, 1.49, 1.60)
C (3.23, 1.75, 2.40)
C (0.51, 0.99, 3.24)
H (-3.28, 3.39, 2.08)
H (-2.45, 2.09, 2.96)
H (-3.78, 1.70, 1.85)
H (-3.32, 3.89, -0.43)
H (-3.44, 2.34, -1.27)
H (-2.10, 3.43, -1.64)
H (-1.83, 5.20, 0.50)
H (-0.28, 7.03, 1.01)
H (2.01, 6.52, 1.79)
H (2.74, 4.21, 2.06)
H (3.17, 2.34, 3.31)
H (3.91, 2.23, 1.70)
H (3.62, 0.76, 2.64)
H (0.52, 1.83, 3.94)
H (1.02, 0.14, 3.69)
H (-0.51, 0.71, 3.01)
O (-6.53, -2.75, -0.03)
C (-5.60, -1.80, 0.17)
O (-5.72, -0.97, 1.02)
C (-4.37, -1.84, -0.70)
C (-3.79, -0.62, -1.02)
C (-2.56, -0.59, -1.65)
C (-1.89, -1.78, -1.94)
C (-2.49, -3.00, -1.65)
C (-3.73, -3.03, -1.04)
N (-0.55, -1.69, -2.40)
C (-0.17, -2.45, -3.34)
C (1.25, -2.51, -3.73)
C (1.62, -3.24, -4.85)
C (2.96, -3.33, -5.19)
C (3.88, -2.69, -4.38)
C (3.42, -1.98, -3.27)
N (2.14, -1.87, -2.95)
H (-6.36, -3.25, -0.84)
H (-4.30, 0.29, -0.74)
H (-2.09, 0.36, -1.89)
H (-1.95, -3.92, -1.84)
H (-4.17, -3.99, -0.77)
H (-0.86, -3.09, -3.89)
H (0.86, -3.74, -5.45)
H (3.28, -3.88, -6.06)
H (4.94, -2.74, -4.58)
H (4.13, -1.49, -2.62)
N (0.65, 1.67, -2.24)
C (1.87, 2.29, -2.78)
C (2.95, 2.32, -1.71)
N (3.33, 0.94, -1.34)
H (-0.03, 1.56, -2.99)
H (0.22, 2.31, -1.57)
H (1.70, 3.31, -3.14)
H (2.21, 1.70, -3.63)
H (2.56, 2.82, -0.82)
H (3.80, 2.90, -2.06)
H (3.90, 0.95, -0.50)
H (3.94, 0.58, -2.07)
C (-2.41, -1.64, 2.58)
N (-1.10, -2.23, 2.80)
C (-0.97, -3.16, 3.92)
C (-0.12, -2.01, 1.89)
N (-0.28, -1.46, 0.74)
N (1.15, -2.41, 2.32)
C (2.33, -2.54, 1.60)
N (3.27, -3.25, 2.30)
N (2.52, -2.00, 0.45)
H (-2.94, -1.59, 3.53)
H (-3.01, -2.23, 1.88)
H (-2.32, -0.62, 2.19)
H (-0.60, -2.67, 4.83)
H (-0.32, -4.00, 3.66)
H (-1.95, -3.58, 4.13)
H (-1.27, -1.30, 0.56)
H (1.23, -2.63, 3.30)
H (2.98, -3.95, 2.96)
H (4.16, -3.40, 1.87)
H (3.42, -2.31, 0.08)

Computed properties:
Total charge   +2
HOMO level   -13.1 eV
Max |F|   0.10 eV/A

(3)
This record from the Open Molecules 2025 dataset describes a cluster of 7 separate species, C29H45F3N2O26S6 in total in a non-equilibrium geometry. The level of theory is the ωB97M-V functional and the def2-TZVPD basis.

Cartesian coordinates (Å):
C (2.83, -6.22, -2.08)
C (3.47, -6.60, -0.72)
C (4.96, -6.97, -0.80)
C (5.94, -5.75, -0.82)
N (5.28, -4.48, -0.65)
C (5.60, -3.63, 0.42)
O (6.30, -3.90, 1.35)
C (4.84, -2.37, 0.11)
C (4.51, -1.26, 0.88)
C (4.97, -1.14, 2.32)
F (4.79, -2.25, 3.04)
F (6.30, -0.87, 2.33)
F (4.39, -0.09, 2.94)
C (3.74, -0.26, 0.30)
C (3.31, -0.31, -1.02)
N (2.56, 0.77, -1.53)
C (3.66, -1.42, -1.83)
C (3.24, -1.53, -3.28)
C (3.92, -0.45, -4.15)
C (3.23, -0.49, -5.53)
C (5.43, -0.74, -4.35)
C (4.42, -2.41, -1.22)
C (4.97, -3.70, -1.77)
O (5.12, -4.03, -2.92)
H (3.62, -6.14, -2.83)
H (2.13, -6.97, -2.43)
H (2.38, -5.23, -2.03)
H (2.95, -7.51, -0.39)
H (3.26, -5.86, 0.06)
H (5.09, -7.53, -1.73)
H (5.25, -7.65, 0.00)
H (6.71, -5.93, -0.07)
H (6.44, -5.78, -1.80)
H (3.49, 0.59, 0.92)
H (1.72, 0.83, -0.96)
H (2.25, 0.54, -2.47)
H (3.56, -2.50, -3.66)
H (2.15, -1.49, -3.36)
H (3.82, 0.54, -3.70)
H (3.09, -1.53, -5.84)
H (2.24, -0.03, -5.47)
H (3.83, 0.03, -6.28)
H (5.58, -1.08, -5.38)
H (5.78, -1.55, -3.71)
H (6.03, 0.15, -4.20)
O (0.53, 0.88, 0.60)
S (-0.07, 2.16, 0.41)
O (-0.71, 2.52, -0.79)
O (1.01, 3.27, 0.79)
C (0.50, 4.10, 1.86)
C (-0.42, 3.20, 2.64)
O (-1.07, 2.41, 1.64)
H (-0.04, 4.94, 1.41)
H (1.32, 4.49, 2.46)
H (-1.16, 3.76, 3.22)
H (0.14, 2.54, 3.30)
O (-5.37, -2.92, 2.58)
S (-5.04, -1.54, 2.65)
O (-6.00, -0.55, 2.98)
O (-4.30, -1.12, 1.30)
C (-3.00, -0.59, 1.59)
C (-2.58, -1.28, 2.87)
O (-3.79, -1.37, 3.64)
H (-3.10, 0.49, 1.74)
H (-2.32, -0.78, 0.77)
H (-1.82, -0.73, 3.41)
H (-2.22, -2.30, 2.68)
O (0.01, 7.82, 1.76)
S (0.61, 8.51, 0.67)
O (0.99, 9.87, 0.76)
O (-0.30, 8.29, -0.63)
C (0.46, 7.68, -1.68)
C (1.51, 6.86, -0.96)
O (1.88, 7.66, 0.17)
H (0.91, 8.48, -2.27)
H (-0.19, 7.08, -2.31)
H (2.37, 6.65, -1.58)
H (1.09, 5.92, -0.59)
O (-2.47, 3.94, -0.27)
S (-3.72, 3.34, -0.55)
O (-3.78, 2.16, -1.33)
O (-4.70, 4.45, -1.16)
C (-5.89, 4.54, -0.36)
C (-5.45, 4.15, 1.03)
O (-4.51, 3.09, 0.82)
H (-6.63, 3.83, -0.76)
H (-6.30, 5.55, -0.40)
H (-6.28, 3.80, 1.65)
H (-4.94, 4.97, 1.54)
O (-0.47, -0.84, -3.97)
S (-1.66, -1.54, -4.30)
O (-1.64, -2.75, -5.03)
O (-2.66, -0.51, -5.01)
C (-3.90, -0.43, -4.29)
C (-3.52, -0.74, -2.86)
O (-2.51, -1.76, -2.96)
H (-4.58, -1.19, -4.69)
H (-4.34, 0.55, -4.40)
H (-4.36, -1.09, -2.27)
H (-3.07, 0.13, -2.37)
O (-7.42, -1.32, 9.53)
S (-6.78, -0.64, 8.46)
O (-6.40, 0.72, 8.56)
O (-7.66, -0.85, 7.14)
C (-6.87, -1.46, 6.11)
C (-5.84, -2.29, 6.86)
O (-5.50, -1.49, 8.00)
H (-6.39, -0.67, 5.53)
H (-7.49, -2.06, 5.46)
H (-4.96, -2.50, 6.26)
H (-6.27, -3.23, 7.22)

Computed properties:
HOMO level   -8.8 eV
SMILES   CCCCN1C(=O)c2c(C(F)(F)F)cc(N)c(CC(C)C)c2C1=O.O=S1(=O)OCCO1.O=S1(=O)OCCO1.O=S1(=O)OCCO1.O=S1(=O)OCCO1.O=S1(=O)OCCO1.O=S1(=O)OCCO1
Max |F|   1.68 eV/A